1.
Here is the ion C26H26NO5 with charge -1 from the Open Molecules 2025 dataset. Energies are from the ωB97M-V functional and the def2-TZVPD basis.

Computed properties:
energy above the lowest of the compared OMol25 structures with the same formula, charge and spin	0.0	kJ/mol
SMILES	CCOC(=O)[C@@]1([C@@H](C2=C([O-])c3ccccc3C2=O)c2ccc(N(C)C)cc2)CCCC1=O
gap between HOMO and LUMO	0.24899	Eh
HOMO	-0.14362	hartree
charge	-1
2S+1	1

Geometry (Å):
1 C 4.528739 -3.382268 0.305790
2 C 3.231599 -4.034768 -0.065066
3 O 2.419014 -3.178563 -0.936294
4 C 1.231093 -2.810176 -0.442486
5 O 0.683304 -3.377278 0.491791
6 C 0.565428 -1.585380 -1.107790
7 C 0.067192 -0.637895 -0.039678
8 C 1.061880 0.319292 0.590174
9 C 0.699242 1.321473 1.616935
10 O -0.420050 1.680820 1.979810
11 C 1.999976 1.810065 2.181355
12 C 2.240154 2.848858 3.077492
13 C 3.565655 3.128605 3.439920
14 C 4.632017 2.358042 2.920553
15 C 4.368574 1.303214 2.037629
16 C 3.050264 1.053921 1.655419
17 C 2.481740 0.024658 0.746170
18 O 3.130763 -0.910093 0.256758
19 C -1.300966 -0.031244 -0.325538
20 C -1.423217 1.314826 -0.686282
21 C -2.674929 1.914176 -0.689299
22 C -3.824403 1.211015 -0.271368
23 N -5.018543 1.894834 -0.031386
24 C -5.972210 2.252010 -1.055259
25 C -5.322287 2.461388 1.267807
26 C -3.699170 -0.163053 0.024706
27 C -2.448668 -0.758169 0.025192
28 C 1.357690 -0.968433 -2.286106
29 C 0.284079 -0.482318 -3.267778
30 C -0.795074 -1.559911 -3.218713
31 C -0.663086 -2.207469 -1.836607
32 O -1.406149 -3.057328 -1.413487
33 H 5.005090 -3.961082 1.100713
34 H 5.210781 -3.305041 -0.547929
35 H 4.333909 -2.381328 0.695544
36 H 3.391387 -4.952455 -0.635693
37 H 2.624220 -4.230938 0.821449
38 H -0.125476 -1.310201 0.809997
39 H 1.410353 3.429758 3.480846
40 H 3.794021 3.939936 4.135213
41 H 5.664700 2.585664 3.206151
42 H 5.160767 0.679122 1.629049
43 H -0.531413 1.910683 -0.906758
44 H -2.763465 2.962894 -0.965872
45 H -5.624508 1.944838 -2.046316
46 H -6.943424 1.780880 -0.843413
47 H -6.139196 3.338651 -1.045334
48 H -4.475991 2.325394 1.950700
49 H -5.538764 3.534557 1.163159
50 H -6.219685 1.988386 1.693593
51 H -4.593177 -0.743547 0.250260
52 H -2.366931 -1.806645 0.323643
53 H 2.085642 -0.220012 -1.959173
54 H 1.920873 -1.808027 -2.721239
55 H 0.661071 -0.343434 -4.285094
56 H -0.150909 0.462298 -2.912504
57 H -0.604476 -2.377338 -3.931742
58 H -1.815056 -1.195862 -3.403611

Atoms 1-3, force components in eV/Å:
C 0.33 0.41 0.05
C -0.84 -0.10 -0.32
O 0.18 -0.32 0.07


2.
Here is a cluster of 2 separate species, C26H26NO5 in total from the Open Molecules 2025 dataset. Energies are from the ωB97M-V functional and the def2-TZVPD basis.

Computed properties:
energy above the lowest of the compared OMol25 structures with the same formula, charge and spin	176.9	kJ/mol
gap between HOMO and LUMO	0.17768	Eh
HOMO	-0.11551	hartree
charge	-1
2S+1	1

Geometry (Å):
1 C 2.578067 1.999807 -4.467704
2 C 1.716964 0.815132 -4.785097
3 O 0.586412 0.760619 -3.908382
4 C 0.270556 -0.467337 -3.451278
5 C -0.988104 -0.369258 -2.705507
6 C -1.980910 -1.443774 -2.716634
7 O -1.794743 -2.644625 -2.837854
8 C -3.324563 -0.779240 -2.390673
9 C -2.906603 0.485249 -1.645117
10 C -1.607531 0.919923 -2.353630
11 O 0.942048 -1.470276 -3.575418
12 H 3.573575 1.801893 -4.872392
13 H 2.198019 2.904407 -4.949567
14 H 2.645838 2.196877 -3.394211
15 H 1.330416 0.878323 -5.805587
16 H 2.287886 -0.105496 -4.659678
17 H -3.798458 -0.496284 -3.346471
18 H -4.020303 -1.414074 -1.836346
19 H -3.660015 1.278270 -1.646381
20 H -2.657948 0.233927 -0.601187
21 H -0.968225 1.562490 -1.739501
22 H -1.859976 1.489759 -3.262195
23 C -3.336363 -3.528359 4.148534
24 N -1.986939 -3.121613 3.864446
25 C -1.001437 -3.453689 4.869843
26 C -1.673990 -2.448726 2.684583
27 C -1.723799 -1.035604 2.661177
28 C -1.154596 -0.354731 1.612029
29 C -0.495317 -1.053880 0.566081
30 C 0.391731 -0.304971 -0.276780
31 C 1.144377 0.726803 0.230616
32 C 1.593647 1.874297 -0.585224
33 O 1.119456 2.257741 -1.653908
34 C 2.578317 2.604388 0.238929
35 C 2.542687 2.116454 1.554784
36 C 3.196031 2.804014 2.573817
37 C 3.964676 3.927963 2.244961
38 C 4.039329 4.386571 0.912589
39 C 3.312565 3.741514 -0.093958
40 C 1.662183 0.913398 1.635698
41 O 1.445982 0.279134 2.662684
42 C -0.723524 -2.447381 0.451884
43 C -1.288086 -3.140117 1.508754
44 H -4.011500 -3.121517 3.391747
45 H -3.416328 -4.622341 4.131800
46 H -3.645829 -3.159468 5.132987
47 H -0.049057 -2.984345 4.601683
48 H -1.320595 -3.087245 5.856848
49 H -0.867882 -4.544346 4.930092
50 H -2.117681 -0.507887 3.531412
51 H -1.162984 0.738082 1.587005
52 H 0.659986 -0.716411 -1.245537
53 H 3.099088 2.476406 3.607300
54 H 4.505795 4.468443 3.024415
55 H 4.650887 5.262090 0.683276
56 H 3.307606 4.108822 -1.119282
57 H -0.415464 -2.961179 -0.461977
58 H -1.385373 -4.228622 1.487502

Atoms 1-3, force components in eV/Å:
C 0.31 0.61 -0.15
C -0.28 -0.40 0.41
O 1.04 0.46 -1.16


3.
Here is a structure of composition C26H26O6S from the Open Molecules 2025 dataset. Energies are from the ωB97M-V functional and the def2-TZVPD basis.

Computed properties:
energy above the lowest of the compared OMol25 structures with the same formula, charge and spin	225.5	kJ/mol
gap between HOMO and LUMO	0.25540	Eh
HOMO	-0.25627	hartree
2S+1	1

Geometry (Å):
1 C 5.676847 4.249341 -1.066924
2 O 5.453459 2.837473 -0.780589
3 C 4.214321 2.296114 -0.895382
4 C 4.072921 0.979395 -0.457501
5 C 2.826944 0.390876 -0.350694
6 C 1.610752 1.027451 -0.665992
7 C 0.314694 0.312635 -0.521985
8 C -0.853310 1.238483 -0.477959
9 C -2.083361 0.873807 -1.049998
10 C -3.180699 1.738353 -1.071946
11 C -3.056581 3.036822 -0.561887
12 O -4.219304 3.728405 -0.552068
13 C -5.259073 2.835593 -1.128630
14 C -4.596163 1.492498 -1.442097
15 C -1.832238 3.503159 -0.072946
16 C -0.773485 2.628339 -0.045497
17 C 1.816697 2.336335 -1.292977
18 C 3.067931 2.968377 -1.378310
19 H 6.750999 4.380097 -0.880683
20 H 5.442908 4.482706 -2.123161
21 H 5.094425 4.897647 -0.384291
22 H 4.960141 0.431081 -0.128677
23 H 2.812715 -0.621116 0.034670
24 H 0.114391 -0.687619 -1.349754
25 H -2.192593 -0.065740 -1.578007
26 H -6.069741 2.751484 -0.395478
27 H -5.657896 3.322849 -2.027134
28 H -4.711552 1.222985 -2.492268
29 H -5.031281 0.696975 -0.831546
30 H -1.742645 4.520684 0.300886
31 H 0.218586 3.034259 0.239942
32 H 0.963745 2.901088 -1.710736
33 H 3.141732 3.973858 -1.785349
34 C 4.233148 -2.360295 1.935211
35 C 3.319916 -3.121841 1.019832
36 O 2.023413 -2.378998 1.037434
37 C 1.425084 -2.198194 -0.140913
38 C 0.256653 -1.187280 -0.103057
39 S -1.126308 -2.627757 -0.557757
40 C -2.223218 -2.996019 0.819038
41 C -2.247303 -4.259923 1.396015
42 C -3.210509 -4.527329 2.373068
43 C -4.172344 -3.557559 2.695908
44 C -4.169825 -2.322822 2.038395
45 C -3.210663 -2.053959 1.066050
46 O -1.847921 -1.978938 -1.622753
47 O -0.501022 -3.924136 -0.784828
48 O 1.856071 -2.573619 -1.238687
49 H 5.178307 -2.886508 2.037111
50 H 4.439286 -1.361460 1.535533
51 H 3.770495 -2.261629 2.921162
52 H 3.678745 -3.159300 -0.010554
53 H 3.104072 -4.126536 1.390822
54 H -0.043314 -0.877438 0.913139
55 H -1.547048 -5.034131 1.094406
56 H -3.210725 -5.486251 2.890142
57 H -4.930619 -3.762304 3.454863
58 H -4.906123 -1.555722 2.275345
59 H -3.232537 -1.134723 0.490015

Atoms 1-3, force components in eV/Å:
C -0.23 -0.86 0.05
O 0.29 0.91 -0.30
C -0.72 0.24 -0.02


4.
Here is a structure of composition C26H27AgN6O2S from the Open Molecules 2025 dataset. Energies are from the ωB97M-V functional and the def2-TZVPD basis.

Computed properties:
energy above the lowest of the compared OMol25 structures with the same formula, charge and spin	81.4	kJ/mol
gap between HOMO and LUMO	0.22315	Eh
HOMO	-0.21249	hartree
2S+1	1

Geometry (Å):
1 Ag -0.403045 -0.193013 -0.134555
2 C 3.128950 -1.941245 -2.747188
3 C 2.253288 -1.101146 -2.038934
4 N 1.128642 -1.509830 -1.508588
5 C 0.756164 -2.808427 -1.644000
6 C 1.599713 -3.745536 -2.292580
7 C 2.801174 -3.260447 -2.855631
8 C 1.242637 -5.110273 -2.353904
9 C 0.076423 -5.503892 -1.756265
10 C -0.792823 -4.592631 -1.142984
11 C -0.531781 -3.219994 -1.098329
12 N -1.305920 -2.269575 -0.539126
13 C -2.645453 -2.420131 -0.317430
14 C -3.509385 -3.208943 -1.067407
15 C -4.893559 -3.249857 -0.827486
16 C -5.473579 -2.518876 0.168012
17 C -4.652467 -1.682288 0.959131
18 C -5.178735 -0.883200 1.998814
19 C -4.352388 -0.086904 2.734306
20 C -2.980279 -0.083357 2.417156
21 N -2.453837 -0.808583 1.466526
22 C -3.257570 -1.619083 0.729356
23 H 4.040372 -1.543489 -3.173826
24 H 2.499504 -0.053278 -1.904032
25 H 3.453843 -3.955094 -3.371786
26 H 1.894020 -5.814847 -2.854185
27 H -0.195204 -6.553271 -1.760906
28 H -1.693162 -4.963185 -0.677111
29 H -3.109386 -3.782633 -1.889926
30 H -5.510277 -3.879937 -1.457712
31 H -6.538719 -2.559481 0.357037
32 H -6.244645 -0.912937 2.194253
33 H -4.727738 0.535112 3.536182
34 H -2.297573 0.550085 2.978030
35 O 1.923329 3.571205 0.378802
36 S 2.131047 2.341008 -0.471681
37 C 3.685650 1.588998 0.130493
38 C 4.808557 1.908239 -0.862181
39 C 4.388461 3.174143 -1.607498
40 C 2.934373 2.928383 -1.983315
41 H 3.527090 0.522505 0.284886
42 H 3.822521 2.078560 1.094964
43 H 4.912457 1.085662 -1.574142
44 H 5.766146 2.021847 -0.354464
45 H 5.012864 3.367254 -2.479847
46 H 4.445787 4.042413 -0.948406
47 H 2.833411 2.146731 -2.739721
48 H 2.373562 3.807144 -2.296533
49 C -0.077084 4.721884 3.250386
50 N -0.544890 3.654970 2.397044
51 C -1.112823 3.901634 1.081840
52 C -0.977359 2.531457 0.440180
53 O -1.327011 2.222738 -0.678535
54 N -0.344056 1.680302 1.315615
55 C -0.076501 2.392297 2.395818
56 N 0.611847 1.875085 3.421120
57 H -0.816428 5.520319 3.251881
58 H 0.880262 5.121912 2.905372
59 H 0.023477 4.376771 4.278937
60 H -0.519445 4.623787 0.518753
61 H -2.153154 4.223202 1.136180
62 H 0.889365 0.912420 3.354762
63 H 0.851339 2.407321 4.234377

Atoms 1-3, force components in eV/Å:
Ag 0.06 -0.46 0.07
C 0.00 0.03 0.03
C 0.06 -0.01 0.00